165
Properties=species:S:1:pos:R:3:forces:R:3 method="wB97M-V/def2-TZVPD" orbital_gap_ev=6.59 charge=+1 mol_weight_g_mol=1181.43
C -3.43837 0.33288 -4.66622 0.7294 -0.1191 0.7101
N -4.47320 -0.67873 -5.01710 -0.1667 0.8540 -0.0147
C -4.99639 -0.23884 -6.35303 0.1909 0.6822 -0.0824
C -5.53484 -0.73266 -4.05182 -0.8629 0.4824 -0.6585
O -6.63634 -0.33330 -4.39537 0.5045 -0.6625 0.6169
C -5.38596 -1.23886 -2.57683 -0.1754 0.5734 0.5218
C -4.87130 -0.03602 -1.66521 1.4912 0.4028 -1.4490
C -3.44228 -0.30118 -1.02439 -0.1939 -0.1495 0.1517
C -3.34767 -1.62594 -0.15950 -0.3316 -0.9216 -0.6355
C -2.17811 -2.61677 -0.64987 -0.8805 -0.4591 -0.0385
C -2.77426 -3.98084 -1.24986 0.7767 0.4149 -0.8543
C -1.98773 -4.29896 -2.60578 0.4818 0.3459 1.1279
N -2.28651 -3.30851 -3.68209 0.1798 0.3184 0.4396
C -2.94229 1.01669 -0.31130 2.1113 -0.4283 0.4296
C -1.80190 0.75040 0.77330 0.3239 -0.0084 -0.3273
C -0.49599 0.11565 0.10344 -0.5018 1.3520 0.6713
O 0.12295 -0.74113 1.07429 0.8765 0.2657 -1.4023
Si 1.76255 -1.09899 0.68531 0.9120 -1.2231 1.1481
C 2.82154 0.40470 0.21462 0.0567 -0.2106 -0.0363
C 1.93559 -2.50106 -0.62072 -0.4303 0.8493 0.4151
C 2.54859 -1.81217 2.29125 0.6063 0.4576 -0.0317
N -4.01924 1.81609 0.36113 -1.7539 -1.2547 -0.2215
C -4.48977 2.98699 -0.43207 -1.0959 1.5779 -0.3239
C -3.43096 4.13207 -0.67135 -0.2315 0.1447 -0.0425
C -2.24493 4.19867 0.36030 0.0909 0.8547 -0.4824
C -0.84319 3.83414 -0.21365 2.6135 -0.5494 -0.1442
C -0.55329 3.40676 -1.57626 1.3227 -0.2210 0.8488
C 0.81108 3.07157 -2.05815 -0.1051 0.7031 2.1974
C 1.95730 3.20032 -1.16455 -2.7902 0.7000 0.5040
C 1.67818 3.66355 0.21258 -0.8330 -0.2378 -0.8066
C 0.33158 3.96094 0.69790 0.2026 -0.7019 -2.5935
C -5.21676 0.99550 0.51025 0.9973 0.2217 -1.5331
N -5.73070 0.76596 1.67835 -0.1374 0.2287 0.0251
C -6.91238 -0.06421 1.94683 -0.6930 -0.1739 1.2030
C -6.65528 -1.20822 3.02164 -0.4457 -0.3468 -1.1356
O -7.22849 -2.23033 2.85602 0.2421 0.4134 0.3475
Br -5.46096 -0.99554 4.55209 -0.2799 0.4242 -0.7375
N -5.83441 0.38439 -0.63576 1.3408 -0.9662 1.4936
O -6.87479 1.13695 -1.14324 -0.9241 0.6701 0.0111
H -2.81746 0.59847 -5.55870 -0.6389 -0.4595 0.7339
H -3.91186 1.29481 -4.30075 0.5175 -0.8553 -0.3311
H -2.73121 -0.08465 -3.89740 -0.6746 0.5538 -0.6052
H -5.35424 0.82646 -6.23245 -0.0660 -1.0917 -0.3587
H -5.80714 -0.89920 -6.73732 0.7129 0.5940 0.4207
H -4.13350 -0.17898 -7.07609 -0.8823 -0.4719 0.8044
H -4.76219 -2.15900 -2.45897 -0.4189 0.8870 -0.1707
H -6.42930 -1.46463 -2.21121 1.0584 0.0404 -0.7174
H -4.71351 0.82832 -2.38208 -0.2703 -0.6840 0.9267
H -2.75939 -0.45776 -1.91035 -0.8029 0.1942 0.9496
H -3.28903 -1.46877 0.94728 0.0504 0.1440 -0.9787
H -4.29736 -2.22056 -0.32860 0.8663 0.7696 0.3161
H -1.57288 -2.17365 -1.48679 -0.5728 -0.1115 0.9485
H -1.48512 -2.83940 0.20003 -0.5352 0.1878 -0.7632
H -2.67984 -4.81182 -0.50404 -0.0898 0.6436 -0.7646
H -3.85347 -3.88669 -1.54617 0.7686 -0.0064 0.5058
H -2.21258 -5.33939 -2.96472 0.3044 0.9785 0.3594
H -0.89172 -4.15878 -2.36438 -1.0593 -0.8038 -0.2420
H -1.42405 -2.81886 -3.95052 -0.4146 -0.4027 0.1030
H -2.89185 -2.55594 -3.34044 0.0529 -0.4659 -0.1853
H -2.42156 1.63225 -1.10569 -1.0016 -0.2500 0.8710
H -1.44779 1.71183 1.24778 -0.6805 -0.8602 -0.7090
H -2.17908 0.13926 1.64804 0.4110 0.2945 -1.1556
H 0.18103 0.99878 -0.12175 -0.6594 -0.9243 0.1120
H -0.70416 -0.37286 -0.88508 0.0814 0.0734 0.9261
H 3.91407 0.15953 0.36304 -1.1349 0.0308 -0.1195
H 2.70788 0.68308 -0.86459 0.0400 0.1445 1.1456
H 2.57923 1.23154 0.93265 0.1879 -0.4590 -0.9143
H 1.19281 -3.31429 -0.40759 0.6174 0.6742 -0.4208
H 2.96833 -2.91737 -0.49645 -0.8194 0.4521 -0.2605
H 1.78143 -2.02860 -1.62544 0.1887 -0.9224 0.5944
H 1.95050 -1.56132 3.19918 0.3481 -0.5411 -0.5527
H 2.78873 -2.90726 2.20005 -0.5531 0.9622 0.3097
H 3.55147 -1.29810 2.42956 -1.0536 -0.5085 -0.1662
H -4.93865 2.72884 -1.43637 0.5298 -0.0434 1.0174
H -5.34653 3.44806 0.15043 0.8806 -0.6007 -0.4808
H -3.10917 4.06978 -1.74757 0.0144 0.0751 1.2348
H -3.99397 5.10897 -0.60070 0.4573 -1.1321 -0.1230
H -2.17132 5.27726 0.69547 -0.0125 -1.1396 -0.3122
H -2.52089 3.62938 1.29115 0.4966 0.3266 -0.9733
H -1.37002 3.28005 -2.32276 0.6804 0.2047 0.6876
H 0.95616 2.71964 -3.10945 -0.2242 0.4550 1.0882
H 2.99545 2.95184 -1.52143 -1.3714 0.2638 0.5774
H 2.57387 3.78933 0.88814 -1.3147 -0.0210 -0.7591
H 0.15752 4.31711 1.73777 0.3038 -0.3481 -0.8874
H -5.26178 1.19277 2.48986 -0.1639 -0.1324 -0.4659
H -7.32977 -0.58165 1.05170 0.8564 0.4480 0.6112
H -7.75722 0.55047 2.37854 1.0343 -0.3492 -0.4200
H -7.72053 0.73675 -0.86942 0.4169 -0.1590 -0.2644
N 0.30653 -5.42547 3.36062 -0.4366 -0.0893 -0.0181
C -0.23441 -6.63378 3.55201 0.2657 0.2325 -0.0245
C -1.59972 -6.87275 3.58009 -0.0245 0.0405 -0.0053
C -2.45655 -5.79823 3.40366 -0.1525 0.0066 -0.0022
C -1.92008 -4.53578 3.20545 0.0003 -0.1230 -0.0100
C -0.53982 -4.40451 3.19108 0.3975 0.0224 -0.0621
H 0.47598 -7.44215 3.68841 -0.0664 -0.0366 0.0029
H -1.98133 -7.87322 3.73636 0.0369 0.0205 0.0007
H -3.53076 -5.94309 3.42025 0.0353 -0.0092 0.0059
H -2.55805 -3.67166 3.06452 0.0423 0.0165 0.0118
H -0.07247 -3.43642 3.03620 -0.0762 0.0130 0.0439
N 4.46275 4.85241 1.41906 0.6205 0.0211 0.1640
C 5.23313 5.60763 0.62765 -0.3428 -0.1179 0.0285
C 6.59465 5.78307 0.81612 0.0102 -0.0486 0.0446
C 7.19578 5.14330 1.88844 0.1324 0.0022 0.0158
C 6.41940 4.35678 2.72411 0.0188 0.0256 -0.0374
C 5.06678 4.24355 2.44640 -0.2747 0.0762 -0.2008
H 4.71679 6.09064 -0.19585 0.0505 0.0238 -0.0129
H 7.16889 6.40465 0.14159 -0.0466 0.0016 0.0114
H 8.25797 5.25633 2.07077 -0.0421 -0.0013 -0.0029
H 6.85352 3.84246 3.57142 -0.0401 0.0079 -0.0178
H 4.41868 3.63581 3.07002 0.0662 -0.0102 0.0409
N -0.12572 -1.73950 5.36038 -0.1242 0.0651 0.3322
C 0.04000 -2.16639 6.61680 0.1708 -0.0621 -0.3673
C -0.82508 -1.85996 7.65586 -0.0745 0.0282 -0.0209
C -1.92312 -1.06365 7.37841 -0.1262 0.0341 0.1295
C -2.11251 -0.61028 6.08215 -0.0772 -0.0209 0.1349
C -1.19144 -0.97580 5.11819 0.2220 -0.1042 -0.2902
H 0.91661 -2.78411 6.78303 -0.0414 0.0081 0.0615
H -0.64272 -2.23484 8.65455 0.0213 -0.0065 -0.0406
H -2.62365 -0.79955 8.16219 0.0346 -0.0092 -0.0216
H -2.95844 0.01499 5.82576 0.0616 0.0456 0.0125
H -1.29889 -0.64693 4.08811 -0.0158 0.0406 0.0030
N 4.76495 1.39087 -2.22464 0.5501 0.0951 -0.2569
C 5.64481 2.37463 -1.99854 -0.3424 -0.1828 0.0017
C 6.98850 2.29921 -2.32709 0.0091 -0.0259 -0.0034
C 7.45324 1.13720 -2.92146 0.1311 -0.0233 -0.0422
C 6.56336 0.10325 -3.16453 0.0221 0.0526 0.0287
C 5.23810 0.28008 -2.80075 -0.2980 0.1745 0.1393
H 5.23525 3.26405 -1.52814 0.1023 0.0450 0.0339
H 7.65344 3.12819 -2.12259 -0.0440 -0.0078 0.0156
H 8.49773 1.03833 -3.19252 -0.0410 0.0044 0.0109
H 6.88999 -0.81920 -3.62629 -0.0399 0.0174 0.0127
H 4.50364 -0.49986 -2.97394 0.0493 -0.0483 -0.0217
N 1.36304 -4.19706 -3.47175 0.1645 -0.3809 -0.4128
C 0.88403 -4.68676 -4.62557 0.1038 0.2348 0.3653
C 1.48807 -5.71013 -5.33781 -0.0215 0.0312 0.0024
C 2.65573 -6.25996 -4.83531 0.0915 -0.1327 -0.0738
C 3.17193 -5.77148 -3.64730 -0.0482 -0.0098 -0.0693
C 2.49135 -4.74755 -3.00849 -0.2367 0.2434 0.0630
H -0.03035 -4.22395 -4.98161 -0.0069 -0.1156 -0.0862
H 1.05489 -6.06719 -6.26290 -0.0112 0.0352 0.0293
H 3.15796 -7.06126 -5.36443 -0.0251 0.0291 0.0171
H 4.08225 -6.17590 -3.22463 -0.0346 0.0281 0.0205
H 2.85557 -4.33526 -2.07412 0.0210 -0.1038 -0.1013
N 4.50349 0.29129 9.45859 -0.2122 -0.0500 -0.3902
C 5.11008 0.31919 8.26656 -0.0272 0.0171 0.3717
C 4.44503 0.17486 7.05831 -0.0293 0.0033 0.0649
C 3.07330 -0.01323 7.08664 -0.1173 -0.0150 -0.2140
C 2.42209 -0.04777 8.30836 0.0505 0.0228 0.0014
C 3.17855 0.11034 9.45885 0.3441 0.0540 0.1543
H 6.18459 0.46553 8.29790 -0.0146 -0.0043 -0.0623
H 4.98703 0.20839 6.12192 0.0054 -0.0126 0.0434
H 2.51588 -0.13130 6.16375 0.0051 -0.0246 0.0279
H 1.35135 -0.19289 8.36689 0.0314 0.0225 0.0197
H 2.71378 0.09436 10.43924 -0.0459 -0.0109 -0.0411
N 2.26988 5.27132 -4.25000 0.1652 -0.0876 -0.4066
C 3.35239 4.50234 -4.41062 -0.2551 0.1884 0.2036
C 3.90458 4.19321 -5.64356 -0.0226 0.0062 -0.0255
C 3.29950 4.70656 -6.77938 0.0419 -0.0271 -0.1309
C 2.17536 5.50462 -6.64019 0.0394 -0.0428 0.0132
C 1.70475 5.75617 -5.36073 0.0204 -0.0396 0.3441
H 3.78897 4.12105 -3.49315 0.0443 -0.0434 -0.0567
H 4.78472 3.56682 -5.71221 -0.0227 0.0089 0.0393
H 3.69968 4.48736 -7.76235 -0.0128 0.0120 0.0373
H 1.67548 5.92291 -7.50410 0.0022 0.0071 0.0421
H 0.82998 6.37804 -5.20073 0.0100 0.0053 -0.0712